# 1
Density functional theory data (wB97M-V/def2-TZVPD) for 2 unconnected molecules or ions with the total composition C36H41N3O2.

## Properties
Highest occupied orbital energy   -0.173 Eh

XYZ file:
```
82
Properties=species:S:1:pos:R:3:forces:R:3:mulliken_charge:R:1
C -6.059172 1.749494 3.728051 0.1 0.0 -0.3 -0.783
C -6.228815 0.460744 4.505167 -0.1 0.1 0.2 -0.674
N -5.074543 -0.407481 4.427874 -0.5 -0.2 0.0 0.158
C -5.351920 -1.757849 4.871695 0.0 0.0 0.2 -0.835
C -4.281137 -2.729517 4.423834 0.1 0.0 -0.1 -0.086
C -2.917668 -2.215465 4.866880 0.1 -0.4 0.5 -1.175
C -2.692095 -0.818177 4.396896 -0.3 0.9 -0.1 0.525
C -3.807110 0.053877 4.251094 1.0 -0.2 -0.1 0.561
C -3.575542 1.408030 3.870998 0.5 -0.2 -0.1 0.293
C -2.339150 1.770433 3.382520 -0.2 -0.4 0.0 -1.527
C -1.211461 0.890669 3.453593 0.4 0.0 -0.3 1.219
C 0.034560 1.270823 2.888319 -0.8 0.7 0.5 -1.320
C 1.332189 0.772933 3.252473 0.8 -0.5 -0.2 1.573
C 2.384607 1.697208 3.524768 -0.6 -0.5 -0.2 -1.103
C 3.619597 1.288100 3.977302 -0.2 -0.7 -0.3 0.661
C 3.941022 -0.098743 3.962742 -1.0 0.1 -0.4 0.534
N 5.211231 -0.520697 4.209547 0.8 -0.4 0.8 -0.051
C 6.305063 0.420743 4.264334 -0.1 0.1 -0.3 -0.711
C 5.921497 1.700889 4.983950 -0.1 -0.1 0.2 -0.766
C 4.607929 2.293793 4.467778 0.4 0.8 0.0 -0.700
C 5.611268 -1.868719 3.863165 -0.1 0.0 -0.2 -0.579
C 4.547592 -2.879758 4.245321 -0.1 -0.1 0.2 -0.996
C 3.196459 -2.509546 3.649337 -0.1 -0.6 -0.2 -0.261
C 2.925272 -1.042193 3.672434 0.4 0.9 0.0 -0.372
C 1.655736 -0.602796 3.366057 -0.4 0.4 0.5 -1.185
C -1.422240 -0.360090 4.104944 -0.1 -0.1 -0.3 -0.660
C -4.698223 2.383442 4.015634 -0.4 0.4 0.1 -0.839
H -6.150967 1.545405 2.655148 0.0 0.0 0.1 0.320
H -6.862418 2.434008 4.011830 0.0 0.0 -0.1 0.373
H -6.447788 0.681859 5.564739 0.0 0.0 -0.1 0.300
H -7.078311 -0.114211 4.118592 0.0 0.2 0.1 0.379
H -5.441953 -1.775663 5.972653 0.0 -0.1 -0.1 0.271
H -6.329993 -2.037411 4.460965 0.2 0.0 0.1 0.453
H -4.476235 -3.714613 4.855992 0.0 0.1 -0.1 0.451
H -4.303498 -2.822759 3.330501 -0.1 0.0 0.2 -0.388
H -2.861867 -2.240595 5.966939 0.0 -0.1 -0.2 0.466
H -2.116802 -2.866322 4.496961 -0.1 0.1 0.0 0.386
H -2.209254 2.759263 2.939630 0.0 -0.2 0.2 0.379
H 0.020538 2.182193 2.282795 0.0 0.0 0.5 0.369
H 2.175567 2.765096 3.432586 0.0 -0.2 0.1 0.469
H 7.134157 -0.084460 4.774857 -0.1 0.2 -0.1 0.370
H 6.633896 0.660679 3.237535 0.1 0.0 0.1 0.333
H 5.808237 1.494015 6.053065 0.1 -0.1 -0.1 0.297
H 6.733458 2.424308 4.864767 -0.1 -0.1 0.1 0.382
H 4.816341 3.029876 3.679259 0.0 -0.2 0.0 0.347
H 4.147396 2.871906 5.281056 0.1 -0.1 -0.2 0.310
H 5.812558 -1.932247 2.777328 0.0 0.0 0.1 0.179
H 6.551516 -2.069300 4.391574 -0.2 -0.1 -0.2 0.439
H 4.846235 -3.876344 3.907624 0.0 0.1 0.1 0.348
H 4.449271 -2.908050 5.336475 0.2 0.0 -0.1 0.317
H 3.115518 -2.872090 2.610996 0.1 0.1 0.3 0.093
H 2.397164 -3.021734 4.201554 0.1 0.0 -0.1 0.472
H 0.915316 -1.382235 3.187996 0.3 0.3 0.1 0.457
H -0.580334 -1.011024 4.341224 -0.3 0.2 -0.1 0.504
H -4.527760 3.240659 3.358883 0.0 0.0 0.1 0.362
H -4.722363 2.773496 5.048387 0.1 -0.1 -0.2 0.296
C 4.015643 -2.649762 -0.080151 0.4 -0.3 0.0 -0.910
C 2.734499 -2.020328 -0.543692 0.1 0.1 0.0 -0.349
O 1.835316 -1.831809 0.572319 -0.3 0.1 -0.5 -0.076
C 0.632706 -1.404521 0.107986 -0.5 0.4 -1.2 0.231
C -0.453246 -1.371060 1.110471 1.5 0.7 1.4 -0.210
N -1.535426 -1.964351 0.804084 -1.7 -1.1 -1.3 -0.056
C -2.571764 -2.686790 1.039758 1.0 0.3 0.9 -0.496
C -3.566570 -2.843724 0.011642 -0.7 -0.4 -1.2 0.567
C -4.850579 -3.410526 0.236006 0.6 0.5 0.1 -0.505
C -5.833072 -3.297753 -0.743841 0.0 0.0 -0.3 -0.582
C -5.529428 -2.710397 -1.984526 0.1 0.0 0.0 -0.375
C -4.224975 -2.283936 -2.267238 0.3 -0.2 0.6 -0.549
C -3.238306 -2.380250 -1.282708 -0.8 0.1 -0.1 -0.408
O 0.453979 -1.139309 -1.071069 0.1 -0.4 0.7 -0.638
H 4.762825 -2.530059 -0.867872 0.0 0.0 0.0 0.431
H 4.427160 -2.189446 0.822847 -0.2 0.0 -0.1 -0.036
H 3.900983 -3.725305 0.062744 0.0 0.0 0.3 0.308
H 2.927915 -1.053810 -1.013275 -0.1 -0.1 0.0 0.326
H 2.214635 -2.660854 -1.263026 0.2 0.2 0.0 0.355
H -0.289009 -0.738976 1.966893 -0.3 -0.8 0.2 -0.107
H -2.714219 -3.230919 1.989216 0.1 0.3 0.0 0.532
H -5.048341 -3.906498 1.194703 -0.1 0.3 -0.3 0.362
H -6.853338 -3.650453 -0.548673 0.5 0.1 -0.1 0.351
H -6.297807 -2.587498 -2.749958 0.1 -0.1 0.3 0.349
H -3.949346 -1.856742 -3.233362 -0.3 -0.2 0.2 0.375
H -2.211805 -2.067751 -1.473393 -0.3 0.1 0.1 0.474
```
Forces are in eV/Å.

# 2
Density functional theory data (wB97M-V/def2-TZVPD) for a single C17H24FNO molecule.

## Properties
Structure (SMILES)   CCCC[C@H](CC)CNC(=O)/C=C/c1ccc(F)cc1
Highest occupied orbital energy   -0.320 Eh

XYZ file:
```
44
Properties=species:S:1:pos:R:3:forces:R:3:mulliken_charge:R:1
C -6.911442 -0.942767 0.820099 0.1 0.1 -0.2 -1.302
C -5.894500 -0.304060 -0.117832 0.1 -0.2 0.3 -0.329
C -4.460338 -0.619839 0.301497 -0.1 0.3 -0.4 -0.564
C -3.442445 0.035781 -0.629230 0.2 -0.4 0.2 -1.195
C -1.995180 -0.392442 -0.361472 0.1 0.2 -0.1 0.741
C -1.503569 -0.065792 1.056306 -0.1 0.0 -0.1 -0.923
C -1.515469 1.414504 1.420298 0.0 -0.2 0.0 -1.181
C -1.087813 0.234435 -1.433077 -0.3 -0.1 0.1 -1.390
N 0.288867 -0.173869 -1.307608 -0.1 -0.2 -0.1 -0.023
C 1.275610 0.672820 -0.919678 0.0 -0.1 -0.1 0.685
O 1.085265 1.860716 -0.728442 0.0 0.3 0.1 -0.700
C 2.598101 0.028060 -0.770489 0.5 0.2 0.2 -0.861
C 3.650543 0.746683 -0.366392 -0.7 -0.1 -0.2 -0.205
C 5.011663 0.290093 -0.160103 0.5 -0.1 0.1 0.865
C 5.425305 -1.015778 -0.438183 0.0 0.2 0.1 -0.424
C 6.731356 -1.408550 -0.227062 0.2 0.0 0.1 -0.570
C 7.635909 -0.485616 0.269068 -0.1 0.1 0.0 0.355
F 8.912512 -0.866543 0.477088 -0.1 0.0 0.0 -0.320
C 7.264799 0.816252 0.555161 0.3 -0.2 0.0 -0.551
C 5.955298 1.194444 0.336833 -0.2 -0.2 -0.1 -0.456
H -6.795437 -2.024532 0.829017 0.0 -0.1 0.0 0.321
H -6.776526 -0.576748 1.835637 0.0 0.0 0.1 0.326
H -7.925185 -0.709207 0.503335 -0.1 0.0 0.0 0.393
H -6.062724 -0.665388 -1.135086 0.0 0.1 -0.1 0.307
H -6.037104 0.778905 -0.124627 0.0 0.0 -0.1 0.331
H -4.314361 -1.703036 0.293683 0.0 -0.1 0.1 0.318
H -4.308965 -0.270175 1.323654 0.0 -0.1 0.1 0.279
H -3.523097 1.120711 -0.551749 0.0 0.1 -0.1 0.290
H -3.691527 -0.233375 -1.659544 0.0 0.1 -0.1 0.453
H -1.942320 -1.484089 -0.476079 0.0 0.0 0.0 0.353
H -0.480125 -0.437229 1.157403 0.0 -0.1 0.1 0.453
H -2.116130 -0.619741 1.770422 0.1 -0.1 0.0 0.496
H -1.189962 1.536946 2.451179 0.0 0.1 0.1 0.375
H -0.833641 1.975184 0.786957 0.0 0.1 0.0 0.277
H -2.512697 1.836432 1.329845 -0.1 0.1 0.0 0.306
H -1.098294 1.322251 -1.351626 0.0 -0.1 -0.1 0.389
H -1.454465 -0.045992 -2.427147 0.0 0.1 0.1 0.364
H 0.486127 -1.157706 -1.399103 0.1 0.1 0.0 0.245
H 2.661093 -1.026730 -0.994989 0.1 -0.1 0.0 0.190
H 3.466178 1.795157 -0.163371 -0.1 0.1 0.0 0.384
H 4.720613 -1.733022 -0.828128 -0.1 -0.1 0.0 0.286
H 7.057615 -2.414284 -0.440960 0.1 -0.1 0.0 0.428
H 7.995769 1.509991 0.939492 0.1 0.0 0.0 0.431
H 5.650702 2.207132 0.554998 0.0 0.1 0.0 0.354
```
Forces are in eV/Å.

# 3
Density functional theory data (wB97M-V/def2-TZVPD) for a molecular structure, C12H20BF4O10Tl.

## Properties
Multiplicity   2
<S²>   0.76
Charge   +1
Highest occupied orbital energy (alpha / beta)   -0.475 / -0.474 Eh

XYZ file:
```
48
Properties=species:S:1:pos:R:3:forces:R:3:mulliken_charge:R:1
Tl 0.694391 0.351964 0.575490 -0.8 0.9 0.2 1.426
C 2.157771 -2.579066 -3.494790 1.1 0.9 6.8 -0.316
C 1.904161 -1.575666 -2.410410 -1.7 0.9 1.6 0.399
C 1.359411 -0.172276 -2.977610 -0.2 -2.2 0.9 0.191
O 0.959651 0.618674 -2.161170 0.0 0.9 0.1 -0.271
C 1.116421 -0.076516 -4.413010 0.6 3.3 3.5 -0.147
C 1.433611 -1.025396 -5.281900 -0.3 -2.3 -6.7 0.291
C 2.054281 -2.329166 -4.792510 0.4 -2.2 -7.1 0.280
O 2.421881 -3.259526 -5.611240 -1.2 3.1 2.1 -0.460
O 1.140081 -0.754466 -6.522540 1.4 -1.7 3.8 -0.453
O 1.844541 -1.721206 -1.150520 0.7 0.0 -4.2 -0.468
H 2.623381 -3.472316 -3.105270 -0.3 -0.6 -0.4 0.490
H 0.894591 0.887324 -4.846850 -0.6 0.2 0.2 0.518
B 0.588641 4.180114 0.927540 0.2 2.1 0.7 0.340
F -0.560209 4.727314 0.508980 -2.2 0.8 -1.1 -0.387
F 1.509511 5.189394 1.109150 0.8 0.2 0.5 -0.346
F 0.334021 3.419644 2.021850 -0.2 -1.2 3.2 -0.380
F 1.073661 3.272544 0.056890 1.6 -2.9 -3.1 -0.236
C -3.048959 0.253834 -1.387620 -0.8 1.2 0.0 -0.473
C -2.752619 1.686354 -0.846850 1.5 -0.1 0.1 -0.439
O -1.325849 1.969264 -0.860340 -0.3 -0.7 1.2 -0.220
O -2.090829 -0.712856 -0.957990 0.1 0.7 0.0 -0.380
H -3.148559 0.275884 -2.472830 0.3 -0.1 -0.1 0.356
H -4.056749 0.076384 -1.012170 -0.1 -0.6 0.1 0.408
H -3.126589 1.823254 0.167790 0.7 -0.3 0.2 0.130
H -3.189579 2.559564 -1.331280 -0.5 -0.6 -0.9 0.378
H -0.996579 2.033624 -1.759800 0.0 0.1 -0.3 0.208
H -2.509329 -1.561366 -0.795250 -0.2 0.1 0.0 0.241
C -2.469229 0.890344 2.975310 -0.6 -2.4 -0.4 -0.741
C -2.875019 -0.382766 2.166220 0.7 0.5 0.9 -0.084
O -1.706819 -1.266986 2.049840 -0.7 1.3 -0.1 -0.349
O -1.386249 1.510094 2.392150 0.9 0.0 -0.8 -0.196
H -2.203769 0.477164 3.948410 -0.2 0.4 0.4 0.409
H -3.308409 1.585374 3.003850 -0.3 -0.2 0.3 0.374
H -3.288969 -0.067676 1.208370 0.2 -0.5 -0.1 -0.100
H -3.633999 -0.856186 2.789060 -0.2 -0.2 -0.3 0.462
H -1.974169 -2.179706 1.919210 -0.3 0.0 0.0 0.224
H -1.094779 2.184564 3.009990 0.7 0.6 -0.4 0.228
C 2.174771 -2.277636 2.883070 -0.4 1.2 -2.6 -0.554
C 3.484051 -1.440996 2.834630 -2.1 -0.5 -0.5 -0.307
O 3.367081 -0.561416 1.650360 -0.2 -0.8 1.2 -0.445
O 1.028241 -1.366206 2.814280 0.6 -0.3 0.8 -0.377
H 2.058361 -3.065536 3.627230 0.3 0.4 0.2 0.481
H 2.038551 -2.699826 1.887430 0.7 -0.8 0.1 0.177
H 4.312751 -2.127846 2.662630 0.2 0.3 0.5 0.360
H 3.433011 -0.890866 3.774230 0.9 0.4 -0.2 0.275
H 4.202601 -0.092096 1.593430 0.1 0.3 -0.1 0.263
H 0.537831 -1.457096 3.634550 -0.4 0.4 0.0 0.221
```
Forces are in eV/Å.

| no. | M (g/mol) | F_max (eV/A) | calculated total energy (Eh) |
| --- | --- | --- | --- |
| 1 | 547.74 | 2.4 | -1711.024107 |
| 2 | 277.38 | 0.7 | -892.059697 |
| 3 | 615.47 | 7.5 | -1818.047495 |